Formula: C62H49IN6O3P2Y
Source: the Open Molecules 2025 dataset
Level of theory: ωB97M-V/def2-TZVPD

Values from the calculation:
Orbital gap (eV): 4.09
LUMO level (eV): 1.8
Net charge: -1
Relative energy (zero: lowest compared OMol25 entry of this formula, charge and spin) (kcal/mol): 195.1
Calculated total energy (eV): -107887.9755

CARTESIAN COORDINATES (ANGSTROEM)
Y: -0.5352 0.4200 -0.6864
N: 2.7449 -0.9217 3.6959
C: 2.2716 0.4077 3.3606
N: 1.7893 0.3350 1.9465
C: 3.6869 -0.0903 0.9281
N: 4.5179 -0.8426 1.8894
C: 4.1760 0.0073 -0.4940
C: 5.5368 0.0929 -0.7853
N: 6.0052 0.1454 -2.0231
C: 5.0996 0.1005 -2.9931
C: 3.7453 0.0200 -2.7187
N: 3.2846 -0.0120 -1.4743
H: 3.4019 -0.9098 4.4683
H: 1.5207 0.7498 4.0719
H: 6.2684 0.1001 0.0157
H: 5.4668 0.1324 -4.0120
H: 3.0104 -0.0304 -3.5155
I: -1.2117 1.8031 2.2288
C: 0.1133 3.3911 1.8045
C: 0.2462 4.3104 2.8071
C: 1.0528 5.4510 2.6100
C: 1.6702 5.6328 1.4087
C: 1.5380 4.6825 0.3649
C: 2.1917 4.9006 -0.8728
C: 2.1067 3.9676 -1.8613
C: 1.3901 2.7701 -1.6394
C: 0.7065 2.4796 -0.4769
C: 0.7611 3.4948 0.5380
H: -0.2741 4.1728 3.7458
H: 1.1591 6.1755 3.4082
H: 2.2800 6.5115 1.2276
H: 2.7510 5.8194 -1.0121
H: 2.5897 4.1356 -2.8181
H: 1.3946 2.0600 -2.4589
O: 0.0072 -3.7686 -0.7676
C: -0.4945 -4.4032 -1.8782
C: -0.2377 -5.7445 -2.0838
C: -0.6076 -6.3159 -3.2940
C: -1.2053 -5.5351 -4.2716
C: -1.4596 -4.1865 -4.0387
C: -1.1095 -3.5979 -2.8306
P: -1.6362 -1.9199 -2.2653
C: -2.0452 -1.1848 -3.9100
C: -3.2841 -0.6008 -4.1384
C: -3.5455 0.0215 -5.3534
C: -2.5766 0.0645 -6.3456
C: -1.3302 -0.5066 -6.1185
C: -1.0660 -1.1153 -4.9011
C: -3.1302 -2.3806 -1.4222
C: -3.7034 -1.3876 -0.4595
C: -4.5365 -1.9882 0.6139
C: -4.9763 -3.2635 0.5509
C: -4.5832 -4.1418 -0.5127
C: -3.6541 -3.6886 -1.4235
C: -0.5320 -3.6360 0.4836
C: -1.4836 -4.5718 1.0262
C: -1.7592 -4.5216 2.3359
C: -1.3131 -3.4247 3.2040
C: -0.2957 -2.4109 2.5928
C: 0.1355 -2.7208 1.2210
P: 1.3680 -1.8787 0.1855
C: 2.3985 -0.9044 1.3796
C: 3.2913 -1.4962 2.4887
C: 5.2902 -0.0452 2.7933
C: 4.7823 1.0658 3.3213
C: 3.3794 1.4495 2.9761
C: 2.9885 1.1542 1.5164
C: 2.6237 -3.2158 -0.0993
C: 2.6904 -4.3259 0.7411
C: 3.6485 -5.3077 0.5432
C: 4.5665 -5.1958 -0.4953
C: 4.5029 -4.1021 -1.3422
C: 3.5304 -3.1271 -1.1511
H: 0.2538 -6.3234 -1.3101
H: -0.4183 -7.3670 -3.4741
H: -1.4952 -5.9799 -5.2155
H: -1.9628 -3.5920 -4.7889
H: -4.0182 -0.6071 -3.3385
H: -4.5088 0.4908 -5.5171
H: -2.7835 0.5565 -7.2890
H: -0.5626 -0.4642 -6.8832
H: -0.0830 -1.5406 -4.7122
H: -2.9985 -0.0447 1.0054
H: -4.8672 -1.3211 1.4065
H: -5.6430 -3.6288 1.3279
H: -4.9752 -5.1491 -0.5813
H: -3.3238 -4.3887 -2.1836
H: -1.8778 -5.3570 0.3953
H: -2.3305 -5.3210 2.7924
H: -1.2211 -3.6509 4.2584
H: 0.4554 -1.9976 3.2549
H: 3.4017 -2.5700 2.5875
H: 6.2903 -0.4010 3.0183
H: 5.3709 1.6942 3.9800
H: 3.1232 2.4597 3.2870
H: 2.8433 1.9901 0.8377
H: 1.9773 -4.4316 1.5507
H: 3.6764 -6.1670 1.2025
H: 5.3145 -5.9636 -0.6486
H: 5.2069 -4.0004 -2.1591
H: 3.4762 -2.2999 -1.8493
N: -2.8155 -0.2341 0.0123
C: -3.9850 0.0087 -0.8522
C: -5.0668 0.8319 -0.4795
C: -4.8907 2.0499 0.2217
C: -5.9698 2.8714 0.5213
C: -7.2632 2.5270 0.1485
C: -7.4562 1.3282 -0.5502
C: -6.3957 0.5063 -0.8673
H: -3.8895 2.3457 0.5169
H: -5.7991 3.8012 1.0563
H: -8.1009 3.1678 0.3960
H: -8.4588 1.0407 -0.8508
H: -6.5595 -0.4189 -1.4105
C: -1.7137 -2.0184 2.8526
H: -2.3724 -1.9315 1.9947
H: -1.9090 -1.3347 3.6688
C: -2.8696 3.5222 -2.4708
O: -2.2659 2.4182 -1.8007
C: -1.3488 1.6233 -2.4687
O: -0.9905 1.9081 -3.5915
H: -3.9396 3.4727 -2.2750
H: -2.6694 3.4662 -3.5384
H: -2.4597 4.4523 -2.0718

---

Formula: C4H11N2O
Source: the Open Molecules 2025 dataset
Level of theory: ωB97M-V/def2-TZVPD

Values from the calculation:
Orbital gap (eV): 9.57
LUMO level (eV): -3.4
Net charge: +1
Relative energy (zero: lowest compared OMol25 entry of this formula, charge and spin) (kcal/mol): 52.6
Calculated total energy (eV): -9346.5752

CARTESIAN COORDINATES (ANGSTROEM)
C: -1.3888 0.4902 -1.6328
C: -1.7946 -0.5035 -0.8442
N: -1.1432 -1.7486 -0.6514
H: -0.7777 0.3365 -2.5174
H: -1.7340 1.4845 -1.3858
H: -2.6792 -0.3553 -0.2357
H: -0.7619 -2.1506 -1.5029
H: -1.7552 -2.4350 -0.2262
O: 0.5372 1.6234 1.5770
C: 0.9886 1.4739 0.4788
C: 1.6446 0.1487 0.1094
N: 1.0319 -0.8979 0.9654
H: 0.9522 2.2528 -0.2940
H: 1.5657 -0.1239 -0.9359
H: 2.6898 0.2639 0.4049
H: 1.6489 -1.6680 1.2205
H: 0.7818 -0.4802 1.8718
H: 0.1473 -1.2688 0.5208

---

Formula: C10H16
Source: the Open Molecules 2025 dataset
Level of theory: ωB97M-V/def2-TZVPD

Values from the calculation:
Orbital gap (eV): 9.84
LUMO level (eV): 1.0
Net charge: 0
Relative energy (zero: lowest compared OMol25 entry of this formula, charge and spin) (kcal/mol): 44.3
Calculated total energy (eV): -10627.8229
SMILES: CCc1ccccc1.CC

CARTESIAN COORDINATES (ANGSTROEM)
C: 0.0827 2.1223 0.5770
C: 0.0167 0.5990 0.2490
C: 0.2304 -0.2489 1.4512
C: 0.9041 0.0051 2.6448
C: 0.9496 -0.9901 3.6659
C: 0.1034 -2.0606 3.5296
C: -0.5915 -2.4364 2.3830
C: -0.4766 -1.4909 1.3891
H: 1.0597 2.2907 1.0815
H: -0.7169 2.5919 1.1363
H: 0.1014 2.8270 -0.2492
H: -1.0320 0.4669 -0.2393
H: 0.8959 0.4080 -0.4279
H: 1.6768 0.8704 2.6957
H: 1.6274 -1.1079 4.6135
H: -0.0835 -2.6037 4.4532
H: -1.3039 -3.2388 2.4271
H: -1.2590 -1.6664 0.5192
C: -0.3871 1.0915 -3.5780
C: -0.2294 -0.1584 -4.4228
H: 0.3612 1.0557 -2.7519
H: -0.1076 2.0086 -4.1289
H: -1.3756 1.1096 -3.1126
H: 0.7931 -0.3681 -4.7185
H: -0.5247 -0.9919 -3.8357
H: -0.7146 -0.0849 -5.3515

---

Formula: C58H112O36
Source: the Open Molecules 2025 dataset
Level of theory: ωB97M-V/def2-TZVPD

Values from the calculation:
Orbital gap (eV): 8.57
LUMO level (eV): 0.0
Net charge: 0
Relative energy (zero: lowest compared OMol25 entry of this formula, charge and spin) (kcal/mol): 105.8
Calculated total energy (eV): -135656.4201
SMILES: C[C@H]1COC(=O)O1.C[C@H]1COC(=O)O1.C[C@H]1COC(=O)O1.C[C@H]1COC(=O)O1.C[C@H]1COC(=O)O1.C[C@H]1COC(=O)O1.C[C@H]1COC(=O)O1.COCCOCCOC.COCCOCCOC.COCCOCCOC.COCCOCCOC.COCCOCCOC

CARTESIAN COORDINATES (ANGSTROEM)
C: 4.2862 5.0063 -0.0318
C: 3.2781 4.3633 -0.9757
C: 1.8768 4.5971 -0.3823
O: 1.2014 5.0943 -1.5862
C: 2.1147 5.4668 -2.5363
O: 1.8443 6.0201 -3.6216
O: 3.2854 5.0356 -2.1624
H: 4.4485 4.6387 0.9815
H: 4.1383 6.0795 0.0877
H: 5.2483 5.0050 -0.5442
H: 3.5218 3.3206 -1.1797
H: 1.8022 5.3343 0.4172
H: 1.2454 3.8125 0.0346
C: -2.0868 3.4646 4.2034
C: -0.6392 3.9878 4.6107
C: 0.1098 3.0477 5.6390
O: 1.3260 2.8200 4.9436
C: 1.3849 3.4542 3.8455
O: 2.3779 3.5348 3.0721
O: 0.2131 3.8874 3.5280
H: -2.4098 2.4854 4.5568
H: -2.2338 3.5449 3.1263
H: -2.7741 4.1763 4.6609
H: -0.6360 5.0208 4.9586
H: -0.3500 2.0739 5.8078
H: 0.3810 3.5039 6.5910
C: -1.1989 -6.0583 5.9796
C: -0.7447 -4.6375 5.7995
C: 0.6703 -4.6095 5.3971
O: 0.8290 -3.5760 4.4651
C: -0.4365 -3.1716 4.1167
O: -0.7036 -2.1375 3.4973
O: -1.3767 -3.9351 4.7007
H: -0.3656 -6.5504 6.4812
H: -1.4951 -6.5595 5.0582
H: -2.0573 -6.1893 6.6384
H: -1.0145 -4.0678 6.6887
H: 0.7814 -5.4837 4.7556
H: 1.3841 -4.5188 6.2159
C: 2.6571 -0.3790 3.3887
C: 3.9173 -0.7536 4.2447
C: 5.1426 0.1379 3.9486
O: 5.6286 0.4514 5.2168
C: 4.6247 0.2265 6.1343
O: 4.5565 0.5797 7.3346
O: 3.6280 -0.4049 5.5214
H: 1.6470 -0.7102 3.6298
H: 2.7913 -0.5247 2.3169
H: 2.3983 0.6773 3.4619
H: 4.3044 -1.7664 4.1330
H: 4.9228 1.0156 3.3407
H: 5.9191 -0.4062 3.4112
C: 1.1502 0.3262 -4.7525
C: 0.2405 0.6125 -3.5760
C: 0.5211 1.8538 -2.7581
O: -0.7227 2.5589 -3.0192
C: -1.6088 1.8801 -3.8071
O: -2.7475 2.2266 -4.1622
O: -1.1213 0.6784 -4.0135
H: 1.2786 1.1990 -5.3926
H: 0.6002 -0.3125 -5.4435
H: 2.1226 -0.0365 -4.4192
H: 0.2939 -0.3316 -3.0339
H: 1.3756 2.2968 -3.2695
H: 0.5529 1.6749 -1.6833
C: -1.4450 -3.7442 -4.7032
C: -0.2256 -4.1875 -5.5150
C: 0.0993 -3.3256 -6.6935
O: 1.5508 -3.1038 -6.6309
C: 1.9204 -3.4066 -5.3740
O: 3.1133 -3.3964 -5.0255
O: 0.8313 -3.8835 -4.6451
H: -2.4127 -4.0164 -5.1248
H: -1.4522 -2.6802 -4.4669
H: -1.3357 -4.3142 -3.7805
H: -0.3220 -5.2330 -5.8082
H: -0.3647 -2.3541 -6.5229
H: -0.3520 -3.7317 -7.5988
C: -5.5061 -2.0513 1.9709
C: -5.8435 -0.5896 2.3846
C: -7.0151 -0.4310 3.2611
O: -6.7497 0.2712 4.4054
C: -5.4341 0.5153 4.4117
O: -4.8762 1.1726 5.3006
O: -4.8309 0.0437 3.2443
H: -6.2165 -2.2460 1.1675
H: -5.6151 -2.7464 2.8034
H: -4.4544 -2.0744 1.6855
H: -5.9602 0.0778 1.5307
H: -7.6104 -1.3336 3.3989
H: -7.7298 0.1956 2.7275
C: 4.8011 -6.9694 -0.4386
O: 4.4053 -8.3743 -0.4727
C: 5.4636 -9.3429 -0.5662
C: 4.9140 -10.6905 -1.0968
O: 4.1047 -11.3583 -0.1017
C: 4.3053 -12.7353 -0.0811
C: 3.3863 -13.6111 -1.0554
O: 2.0469 -13.2391 -0.7824
C: 1.4701 -12.4797 -1.7587
H: 3.9448 -6.4036 -0.8058
H: 5.6022 -6.9307 -1.1768
H: 5.0533 -6.6048 0.5571
H: 6.1068 -9.2934 0.3124
H: 6.0979 -9.0276 -1.3947
H: 5.8766 -11.1764 -1.2563
H: 4.2894 -10.5343 -1.9764
H: 4.1624 -12.9346 0.9809
H: 5.3738 -12.8713 -0.2484
H: 3.4006 -14.6950 -0.9409
H: 3.6961 -13.3967 -2.0782
H: 1.5696 -12.9390 -2.7422
H: 2.0690 -11.5690 -1.7653
H: 0.4672 -12.4160 -1.3366
C: -4.7887 5.4052 2.6208
O: -5.8954 5.0580 1.8159
C: -6.1327 3.6802 1.6393
C: -7.0948 3.3991 0.4794
O: -7.2352 1.9852 0.3499
C: -8.4750 1.4881 -0.2005
C: -8.5193 0.0156 -0.1141
O: -7.4056 -0.7181 -0.6595
C: -6.7623 -0.3078 -1.8193
H: -4.0409 4.6128 2.6522
H: -5.0167 5.5758 3.6729
H: -4.3926 6.3938 2.3885
H: -6.5876 3.3360 2.5681
H: -5.1805 3.1509 1.6041
H: -6.6946 3.7809 -0.4598
H: -8.0557 3.9137 0.4773
H: -8.5558 1.7231 -1.2618
H: -9.3502 1.9110 0.2928
H: -9.4342 -0.2549 -0.6413
H: -8.6560 -0.1488 0.9548
H: -6.6323 0.7721 -1.7486
H: -7.3270 -0.7252 -2.6530
H: -5.8459 -0.8784 -1.9700
C: -0.7041 9.9899 1.1555
O: -1.2145 10.2938 -0.1587
C: -0.3263 9.8100 -1.2552
C: -0.3722 8.2418 -1.6323
O: -1.6799 7.9240 -2.0900
C: -2.1255 6.6312 -2.0850
C: -2.8172 6.0144 -0.9457
O: -3.8188 6.8197 -0.2122
C: -3.4326 7.9830 0.4475
H: -1.3148 10.3536 1.9819
H: 0.1445 10.6712 1.2162
H: -0.2748 8.9883 1.1315
H: 0.6957 10.1497 -1.0869
H: -0.8174 10.2259 -2.1349
H: 0.0925 7.5986 -0.8850
H: 0.2809 8.1811 -2.5028
H: -1.2243 6.1086 -2.4055
H: -2.8041 6.4608 -2.9208
H: -2.0778 5.7283 -0.1977
H: -3.3535 5.1403 -1.3150
H: -3.0712 8.8723 -0.0689
H: -2.6363 7.7560 1.1564
H: -4.2096 8.3305 1.1284
C: 5.6438 0.5976 0.5906
O: 4.2902 1.0279 0.4148
C: 3.4193 0.2978 -0.5191
C: 3.8977 0.3290 -2.0985
O: 4.0025 1.7324 -2.6635
C: 4.4224 1.9397 -4.0541
C: 5.6847 1.1713 -4.5861
O: 6.2235 1.8215 -5.6891
C: 7.3360 1.1875 -6.3074
H: 5.7069 -0.3029 1.2016
H: 6.1652 1.3318 1.2047
H: 6.3328 0.4767 -0.2453
H: 2.4431 0.7523 -0.3499
H: 3.1512 -0.7062 -0.1900
H: 3.2514 -0.3790 -2.6173
H: 4.8931 -0.1109 -2.1608
H: 4.6901 2.9940 -3.9839
H: 3.6174 1.6835 -4.7428
H: 5.3017 0.1613 -4.7327
H: 6.3967 1.1664 -3.7608
H: 7.8533 1.8593 -6.9924
H: 7.1630 0.2168 -6.7721
H: 8.0196 0.9467 -5.4932
C: -3.5915 2.1334 -0.5539
O: -3.1082 1.9548 0.8187
C: -1.7345 1.4875 0.9050
C: -1.3163 -0.0006 1.0740
O: -1.3159 -0.5359 -0.1866
C: -1.1532 -1.9522 -0.4119
C: 0.1412 -2.5296 0.0610
O: 1.1088 -2.0869 -0.8943
C: 2.1229 -3.0800 -1.3515
H: -2.9507 2.9103 -0.9710
H: -4.6748 2.2519 -0.5740
H: -3.4879 1.1264 -0.9580
H: -1.4765 1.8077 1.9144
H: -1.1065 2.0167 0.1882
H: -2.0843 -0.4216 1.7229
H: -0.3412 -0.0952 1.5519
H: -1.4401 -2.0402 -1.4598
H: -1.8812 -2.5507 0.1357
H: 0.1527 -3.6043 -0.1203
H: 0.4873 -2.3409 1.0772
H: 3.0911 -2.5800 -1.3766
H: 1.8859 -3.4039 -2.3649
H: 2.2384 -3.9862 -0.7570

---

Formula: C43H34BF5N8P2SeV
Source: the Open Molecules 2025 dataset
Level of theory: ωB97M-V/def2-TZVPD

Values from the calculation:
Orbital gap (spin up / spin down) (eV): 6.60 / 7.41
LUMO level (spin up / spin down) (eV): -3.8 / -3.0
Net charge: +1
Relative energy (zero: lowest compared OMol25 entry of this formula, charge and spin) (kcal/mol): 0.0
Calculated total energy (eV): -180937.0794
Multiplicity: 3

CARTESIAN COORDINATES (ANGSTROEM)
V: -0.2832 -0.1007 2.1756
C: 0.4976 -1.5194 6.2097
C: 0.0266 -0.5049 5.3808
N: 0.2048 -0.8270 4.1042
N: 0.8013 -2.0509 4.0858
C: 0.9711 -2.4824 5.3458
B: 1.0819 -2.7415 2.7131
N: 1.9638 -1.7212 1.8644
C: 3.2342 -1.8882 1.4599
C: 3.7930 -0.6588 1.1883
C: 2.7821 0.2573 1.4498
N: 1.6808 -0.3779 1.8466
N: -0.3325 -2.9557 2.0536
C: -1.0833 -4.0610 1.9421
C: -2.4004 -3.6957 1.7360
C: -2.3937 -2.3121 1.7509
N: -1.1516 -1.8599 1.9338
N: 1.8723 -4.0045 2.9062
C: 3.0452 -4.1151 3.5906
C: 3.4506 -5.4183 3.5235
C: 2.4473 -6.0523 2.7613
N: 1.5068 -5.2083 2.3937
H: 0.4860 -1.5513 7.2831
H: -0.4347 0.4356 5.6356
H: 1.4107 -3.4445 5.5442
H: 3.6549 -2.8766 1.3886
H: 4.7903 -0.4529 0.8450
H: 2.7894 1.3309 1.3497
H: -0.6120 -5.0258 2.0098
H: -3.2450 -4.3469 1.6091
H: -3.2057 -1.6077 1.6577
H: 3.4972 -3.2638 4.0716
H: 4.3338 -5.8529 3.9535
H: 2.3765 -7.0872 2.4712
C: -0.2706 -1.0669 -1.1177
P: -0.4523 0.5255 -0.2299
C: 0.8610 1.7133 -0.6113
C: 1.9025 1.4820 -1.4978
C: 2.9347 2.4037 -1.6236
C: 2.9327 3.5639 -0.8646
C: 1.8953 3.8031 0.0294
C: 0.8730 2.8774 0.1585
C: -2.0068 1.2672 -0.8180
C: -2.0849 2.5681 -1.2999
C: -3.3170 3.1090 -1.6464
C: -4.4743 2.3570 -1.5207
C: -4.4011 1.0496 -1.0557
C: -3.1759 0.5145 -0.6995
P: -0.2666 -1.4486 -2.9583
C: 1.5102 -1.5265 -3.4048
C: 1.8582 -1.3251 -4.7431
C: 3.1610 -1.5112 -5.1788
C: 4.1436 -1.9229 -4.2902
C: 3.8080 -2.1604 -2.9667
C: 2.5035 -1.9729 -2.5319
C: -0.8681 0.0815 -3.7647
C: -0.0771 1.1494 -4.1843
C: -0.6457 2.2520 -4.8046
C: -2.0159 2.3011 -5.0159
C: -2.8156 1.2429 -4.6091
C: -2.2427 0.1392 -3.9978
H: -1.1335 -1.6222 -0.7341
H: 0.5849 -1.5788 -0.6706
H: 1.9340 0.5776 -2.0807
H: 3.7414 2.2071 -2.3176
H: 3.7364 4.2805 -0.9654
H: 1.8867 4.7015 0.6314
H: 0.0812 3.0642 0.8698
H: -1.1887 3.1590 -1.4364
H: -3.3640 4.1196 -2.0297
H: -5.4318 2.7835 -1.7866
H: -5.2982 0.4532 -0.9636
H: -3.1308 -0.5118 -0.3501
H: 1.1042 -1.0147 -5.4556
H: 3.4053 -1.3413 -6.2185
H: 5.1592 -2.0702 -4.6309
H: 4.5619 -2.5004 -2.2687
H: 2.2801 -2.1790 -1.4940
H: 0.9936 1.1229 -4.0421
H: -0.0161 3.0697 -5.1287
H: -2.4577 3.1564 -5.5094
H: -3.8825 1.2689 -4.7832
H: -2.8689 -0.6952 -3.7039
F: -4.1230 6.1171 0.4585
C: -3.6439 5.0255 1.0461
C: -4.4110 3.8752 1.1128
F: -5.6319 3.8595 0.5826
C: -3.8927 2.7368 1.7075
F: -4.6697 1.6513 1.7420
C: -2.6127 2.7115 2.2395
Se: -2.0094 1.1424 3.1338
C: -1.8775 3.8832 2.1894
F: -0.6544 3.9581 2.7408
C: -2.3703 5.0308 1.5907
F: -1.6253 6.1336 1.5380